{"formula": "C38H36NOP2SV", "method": "ωB97M-V/def2-TZVPD", "orbital_gap_ev": [7.17, 7.16], "relative_energy_kcal_mol": 0.0, "e_tot_ha": -3624.348270, "e_lumo_ev": [-2.36, -2.36], "multiplicity": 4, "charge": 1, "homo_ha": [-0.3504, -0.3500], "symbols": ["V", "C", "P", "C", "C", "C", "C", "C", "C", "C", "C", "C", "C", "C", "C", "C", "C", "C", "C", "C", "P", "C", "C", "C", "C", "C", "C", "C", "C", "C", "C", "C", "C", "N", "H", "H", "H", "H", "H", "H", "H", "H", "H", "H", "H", "H", "H", "H", "H", "H", "H", "H", "H", "H", "H", "H", "H", "H", "H", "H", "C", "C", "C", "C", "C", "C", "C", "S", "C", "O", "H", "H", "H", "H", "H", "H", "H", "H", "H", "H"], "positions_angstrom": [[0.3081, 0.1344, -0.2204], [2.0345, -1.1878, 2.4032], [2.2388, -1.3170, 0.5730], [2.0999, -3.0692, 0.1088], [2.2823, -4.1306, 0.9922], [2.1494, -5.4397, 0.5514], [1.8352, -5.7027, -0.7743], [1.6566, -4.6525, -1.6635], [1.7839, -3.3449, -1.2215], [3.9741, -0.8866, 0.2710], [5.0058, -1.8094, 0.4296], [6.3220, -1.4187, 0.2402], [6.6169, -0.1075, -0.1088], [5.5934, 0.8134, -0.2741], [4.2742, 0.4247, -0.0896], [0.6656, -0.6705, 2.7370], [-0.0070, -0.6308, 3.9374], [-1.3099, -0.1284, 3.6643], [-1.3581, 0.1230, 2.3135], [-2.4815, 0.4749, 1.3836], [-2.1907, -0.6049, -0.0865], [-2.5606, -2.2661, 0.5146], [-1.5742, -3.2446, 0.4632], [-1.8269, -4.5169, 0.9588], [-3.0655, -4.8107, 1.5061], [-4.0561, -3.8366, 1.5574], [-3.8062, -2.5682, 1.0635], [-3.4892, -0.2036, -1.2888], [-3.7961, 1.1327, -1.5539], [-4.7186, 1.4625, -2.5349], [-5.3384, 0.4615, -3.2699], [-5.0367, -0.8678, -3.0156], [-4.1174, -1.2018, -2.0310], [-0.1522, -0.2097, 1.7413], [2.8383, -0.5435, 2.7686], [2.1924, -2.1665, 2.8581], [2.5297, -3.9512, 2.0299], [2.2933, -6.2558, 1.2471], [1.7298, -6.7246, -1.1134], [1.4129, -4.8491, -2.6990], [1.6357, -2.5290, -1.9219], [4.7851, -2.8372, 0.6902], [7.1194, -2.1394, 0.3632], [7.6453, 0.1938, -0.2573], [5.8202, 1.8336, -0.5545], [3.4756, 1.1430, -0.2350], [0.3759, -0.9384, 4.8976], [-2.1085, 0.0194, 4.3739], [-2.4714, 1.5222, 1.0629], [-3.4593, 0.2777, 1.8255], [-0.6031, -3.0153, 0.0414], [-1.0507, -5.2700, 0.9165], [-3.2649, -5.7998, 1.8969], [-5.0222, -4.0678, 1.9857], [-4.5844, -1.8147, 1.1025], [-3.3304, 1.9216, -0.9745], [-4.9644, 2.5007, -2.7181], [-6.0603, 0.7170, -4.0338], [-5.5228, -1.6519, -3.5810], [-3.8958, -2.2431, -1.8347], [0.4639, 7.9578, 0.7176], [0.3425, 6.5803, 0.1354], [1.4763, 5.8254, -0.1638], [1.3709, 4.5447, -0.6782], [0.1075, 4.0193, -0.8929], [-1.0414, 4.7376, -0.5934], [-0.9149, 6.0192, -0.0892], [-0.0751, 2.3785, -1.5244], [-0.1827, 2.6414, -3.2874], [1.2677, 1.6719, -1.3143], [1.4558, 8.3730, 0.5497], [0.2904, 7.9298, 1.7949], [-0.2722, 8.6338, 0.2842], [2.4569, 6.2491, 0.0117], [2.2506, 3.9548, -0.8999], [-2.0243, 4.3061, -0.7468], [-1.8045, 6.5901, 0.1446], [0.7231, 3.1368, -3.6317], [-1.0605, 3.2565, -3.4821], [-0.3009, 1.6623, -3.7480]], "forces_ev_per_angstrom": [[0.4, -0.6, 0.5], [0.1, -0.1, 0.0], [-0.2, 0.2, 0.0], [0.0, 0.0, 0.0], [0.0, 0.0, 0.0], [0.0, 0.0, 0.0], [0.0, 0.0, 0.0], [0.0, 0.0, 0.0], [0.0, 0.0, 0.0], [0.0, -0.1, 0.0], [0.0, 0.0, 0.0], [0.0, 0.0, 0.0], [0.0, 0.0, 0.0], [0.0, 0.0, 0.0], [0.0, 0.0, 0.0], [0.0, -0.1, 0.2], [0.0, 0.0, -0.1], [0.0, 0.0, -0.1], [0.0, -0.2, 0.1], [-0.1, 0.0, 0.1], [0.1, 0.2, 0.0], [0.0, 0.0, 0.0], [0.0, 0.0, 0.0], [0.0, 0.0, 0.0], [0.0, 0.0, 0.0], [0.0, 0.0, 0.0], [0.0, 0.0, 0.0], [0.0, 0.0, 0.0], [0.0, 0.0, 0.0], [0.0, 0.0, 0.0], [0.0, 0.0, 0.0], [0.0, 0.0, 0.0], [0.0, 0.0, 0.0], [0.1, 0.3, -0.6], [0.0, 0.1, -0.1], [0.1, 0.0, 0.1], [0.0, 0.0, 0.0], [0.0, 0.0, 0.0], [0.0, 0.0, 0.0], [0.0, 0.0, 0.0], [0.0, 0.0, 0.0], [0.0, 0.0, 0.0], [0.0, 0.0, 0.0], [0.0, 0.0, 0.0], [0.0, 0.0, 0.0], [0.0, 0.0, 0.0], [0.0, 0.0, 0.0], [0.0, 0.0, 0.0], [0.0, 0.0, 0.0], [0.0, 0.0, 0.0], [0.0, 0.0, 0.0], [0.0, 0.0, 0.0], [0.0, 0.0, 0.0], [0.0, 0.0, 0.0], [0.0, 0.0, 0.0], [0.0, 0.0, 0.0], [0.0, 0.0, 0.0], [0.0, 0.0, 0.0], [0.0, 0.0, 0.0], [0.0, 0.0, 0.0], [0.0, 0.0, 0.0], [0.0, 0.0, 0.0], [0.0, 0.1, 0.0], [0.0, -0.1, 0.0], [0.0, 0.0, -0.1], [-0.1, 0.0, 0.0], [0.0, 0.0, 0.0], [-0.1, 0.6, -0.2], [-0.1, 0.0, 0.1], [-0.2, -0.5, 0.2], [0.0, 0.0, 0.0], [0.0, 0.0, 0.0], [0.0, 0.0, 0.0], [0.0, 0.0, 0.0], [0.0, 0.0, 0.0], [0.0, 0.0, 0.0], [0.0, 0.0, 0.0], [0.0, 0.0, 0.1], [0.0, 0.0, 0.0], [0.0, 0.0, 0.0]], "mulliken_charge": [-0.22, -1.08, 1.50, 0.24, -0.13, -0.83, -0.56, -0.62, -0.38, 0.59, -0.43, -0.69, -0.50, -0.64, -0.30, 0.01, -1.07, -1.13, 0.06, -0.77, 1.49, -0.01, 0.30, -0.40, -0.54, -0.79, -0.37, 0.50, -0.21, -0.78, -0.55, -0.65, -0.62, 0.32, 0.46, 0.44, 0.32, 0.43, 0.41, 0.44, 0.34, 0.37, 0.41, 0.39, 0.41, 0.19, 0.51, 0.51, 0.45, 0.51, -0.17, 0.45, 0.41, 0.42, 0.39, 0.26, 0.44, 0.40, 0.41, 0.44, -1.46, 0.88, -0.89, -0.52, 0.32, -0.29, -0.84, 1.12, -1.16, -0.76, 0.37, 0.31, 0.38, 0.37, 0.40, 0.37, 0.41, 0.41, 0.41, 0.39]}